ORCA calculation (the ωB97M-V functional and the def2-TZVPD basis) on a cluster of 7 separate species, C32H85N7O9 in total at a distorted geometry.

CARTESIAN COORDINATES (ANGSTROEM)
C1 -2.40 -5.05 1.61
O1 -1.99 -4.82 0.28
C2 -0.76 -5.50 -0.03
C3 -0.32 -5.14 -1.47
N1 0.20 -3.76 -1.41
C4 0.77 -3.25 -2.62
C5 1.35 -1.88 -2.29
O2 2.19 -1.35 -3.37
C6 2.72 -0.08 -3.08
H1 -1.63 -4.75 2.31
H2 -2.67 -6.10 1.73
H3 -3.35 -4.51 1.63
H4 -0.83 -6.58 0.09
H5 0.02 -5.23 0.69
H6 -1.21 -5.26 -2.09
H7 0.51 -5.75 -1.85
H8 -0.52 -3.15 -1.05
H9 0.06 -3.01 -3.41
H10 1.56 -3.93 -2.94
H11 1.97 -1.93 -1.40
H12 0.59 -1.13 -2.09
H13 1.93 0.67 -2.99
H14 3.51 0.26 -3.75
H15 3.14 -0.18 -2.08
C7 5.25 3.24 -5.74
O3 4.57 3.79 -4.64
C8 3.10 3.64 -4.77
C9 2.43 4.45 -3.60
N2 2.93 4.01 -2.27
C10 2.34 4.68 -1.08
C11 2.75 3.93 0.20
O4 4.18 3.89 0.34
C12 4.67 2.68 0.85
H16 6.28 3.12 -5.40
H17 5.34 3.90 -6.61
H18 4.64 2.41 -6.07
H19 2.73 2.62 -4.73
H20 2.75 3.97 -5.75
H21 1.38 4.17 -3.63
H22 2.48 5.53 -3.74
H23 3.94 4.02 -2.30
H24 1.25 4.61 -1.08
H25 2.64 5.73 -1.02
H26 2.51 2.87 0.09
H27 2.24 4.46 1.01
H28 4.34 1.88 0.19
H29 4.24 2.44 1.82
H30 5.75 2.63 0.99
C13 -4.61 3.44 -0.83
C14 -3.44 2.93 0.09
C15 -2.02 3.03 -0.57
O5 -1.93 2.18 -1.76
C16 -0.71 2.32 -2.43
N3 -3.43 3.66 1.29
H31 -4.58 2.91 -1.78
H32 -4.59 4.52 -1.00
H33 -5.62 3.26 -0.49
H34 -3.56 1.88 0.35
H35 -1.27 2.79 0.18
H36 -1.92 4.09 -0.81
H37 0.15 2.41 -1.76
H38 -0.70 3.18 -3.09
H39 -0.54 1.39 -2.97
H40 -3.24 4.59 0.95
H41 -4.38 3.58 1.61
C17 1.74 -3.36 2.44
C18 2.93 -3.60 1.48
C19 4.25 -3.91 2.26
O6 4.71 -2.94 3.16
C20 5.34 -1.90 2.43
N4 2.66 -4.64 0.50
H42 2.01 -2.83 3.36
H43 1.23 -4.25 2.81
H44 0.94 -2.75 2.01
H45 3.09 -2.70 0.90
H46 5.06 -4.23 1.62
H47 4.00 -4.83 2.79
H48 4.75 -1.30 1.73
H49 6.25 -2.24 1.93
H50 5.65 -1.22 3.22
H51 1.74 -4.37 0.16
H52 3.29 -4.39 -0.25
C21 -2.12 1.89 4.36
C22 -0.93 2.86 4.14
C23 0.29 2.50 4.97
O7 0.20 2.63 6.40
C24 -0.21 3.96 6.84
N5 -0.69 2.67 2.77
H53 -2.94 2.15 3.69
H54 -2.53 1.98 5.37
H55 -1.92 0.84 4.16
H56 -1.35 3.84 4.36
H57 1.22 2.93 4.59
H58 0.47 1.43 4.81
H59 -1.28 4.01 7.04
H60 0.07 4.75 6.15
H61 0.27 4.23 7.79
H62 -1.50 3.03 2.28
H63 -0.49 1.75 2.39
C25 -4.67 -4.26 -3.19
C26 -4.23 -2.89 -2.61
C27 -5.09 -2.45 -1.39
O8 -4.92 -1.05 -0.97
C28 -5.83 -0.72 0.02
N6 -2.82 -2.94 -2.26
H64 -4.72 -5.07 -2.46
H65 -4.02 -4.50 -4.03
H66 -5.72 -4.20 -3.48
H67 -4.30 -2.16 -3.41
H68 -4.93 -3.16 -0.58
H69 -6.10 -2.71 -1.69
H70 -6.80 -1.19 -0.15
H71 -5.83 0.37 0.09
H72 -5.50 -1.16 0.96
H73 -2.73 -3.69 -1.60
H74 -2.58 -2.04 -1.87
C29 -2.17 -1.54 1.24
C30 -1.50 -0.32 0.45
C31 0.09 -0.22 0.54
O9 0.54 -0.09 1.85
C32 1.98 0.08 1.85
N7 -1.97 -0.41 -0.94
H75 -3.23 -1.66 1.01
H76 -2.09 -1.39 2.32
H77 -1.71 -2.47 0.90
H78 -1.84 0.65 0.81
H79 0.39 0.60 -0.11
H80 0.55 -1.12 0.14
H81 2.20 1.13 1.67
H82 2.54 -0.57 1.18
H83 2.45 -0.30 2.76
H84 -1.88 0.54 -1.27
H85 -2.98 -0.44 -0.88

Computed properties:
SMILES: COC[C@H](C)N.COC[C@H](C)N.COC[C@H](C)N.COC[C@H](C)N.COC[C@H](C)N.COCCNCCOC.COCCNCCOC
E_HOMO, eV: -8.3
Frontier orbital gap, eV: 8.866
DFT total energy, a.u.: -2330.3858
Spin multiplicity: 1
LUMO level, eV: 0.561

Löwdin population analysis, charges in e, atoms 1 to 5: -0.106, -0.236, -0.196, -0.160, -0.077